81
Properties=species:S:1:pos:R:3:forces:R:3 method="wB97M-V/def2-TZVPD" energy_ev=-209300.3581 de_lowest_kj_mol=0.0 spin_multiplicity=2 charge=0 s_squared=0.753 gap_ev="8.58 / 6.12"
Zn -1.0006 0.7611 -0.7378 0.3 -0.4 0.1
C -1.1819 0.6177 1.2664 -0.1 0.1 0.0
Si -1.2151 -1.2019 1.4835 0.0 -0.1 0.0
C -2.2042 -1.8512 -0.0169 0.0 0.0 0.1
N -1.7929 -1.2109 -1.2928 0.2 0.1 -0.1
C -2.9349 -1.1321 -2.2327 0.0 0.0 0.0
C -3.4157 -2.4972 -2.7147 0.0 0.0 0.0
C -2.2337 -3.3664 -3.1899 0.0 0.0 0.0
C -0.9532 -2.5429 -3.2683 0.0 0.0 0.0
C -0.6259 -1.9358 -1.9117 0.0 -0.1 0.0
C 0.5149 -1.9481 1.4672 0.0 0.0 0.0
C 1.6527 -1.1561 1.6214 0.0 0.0 0.0
C 2.9261 -1.7102 1.6158 0.0 0.0 0.0
C 3.0863 -3.0779 1.4531 0.0 0.0 0.0
C 1.9689 -3.8878 1.3000 0.0 0.0 0.0
C 0.7018 -3.3243 1.3090 0.0 0.0 0.0
C -2.1163 -1.8435 3.0079 0.0 0.0 0.0
C -3.4656 -1.5300 3.2000 0.0 0.0 0.0
C -4.1503 -1.9410 4.3330 0.0 0.0 0.0
C -3.4925 -2.6775 5.3090 0.0 0.0 0.0
C -2.1540 -2.9976 5.1422 0.0 0.0 0.0
C -1.4763 -2.5839 4.0025 0.0 0.0 0.0
H -0.3510 1.1086 1.7735 0.0 0.0 0.0
H -2.1076 1.0651 1.6403 0.0 0.0 0.0
H -3.2461 -1.5710 0.1761 0.0 0.0 0.0
H -2.1959 -2.9439 -0.1099 0.0 0.0 0.0
H -2.6328 -0.5209 -3.0790 0.0 0.0 0.0
H -3.7399 -0.5960 -1.7272 0.0 0.0 0.0
H -4.1303 -2.3351 -3.5240 0.0 0.0 0.0
H -3.9644 -3.0014 -1.9167 0.0 0.0 0.0
H -2.4539 -3.8200 -4.1570 0.0 0.0 0.0
H -2.0737 -4.1927 -2.4906 0.0 0.0 0.0
H -1.0373 -1.7600 -4.0247 0.0 0.0 0.0
H -0.1105 -3.1689 -3.5680 0.0 0.0 0.0
H 0.2287 -1.2670 -1.9937 0.0 0.0 0.0
H -0.3359 -2.7370 -1.2283 0.0 0.0 0.0
H 1.5437 -0.0832 1.7395 0.0 0.0 0.0
H 3.7939 -1.0722 1.7343 0.0 0.0 0.0
H 4.0776 -3.5139 1.4476 0.0 0.0 0.0
H 2.0868 -4.9571 1.1752 0.0 0.0 0.0
H -0.1609 -3.9742 1.1934 0.0 0.0 0.0
H -3.9965 -0.9462 2.4537 0.0 0.0 0.0
H -5.1956 -1.6866 4.4575 0.0 0.0 0.0
H -4.0229 -2.9987 6.1966 0.0 0.0 0.0
H -1.6353 -3.5708 5.9008 0.0 0.0 0.0
H -0.4302 -2.8451 3.8868 0.0 0.0 0.0
C 4.3123 3.9093 -0.1372 0.0 0.1 -0.1
N 3.7700 2.5663 -0.0391 -0.1 -0.1 0.2
N 2.4126 2.4058 -0.2930 0.0 -0.1 -0.1
C 2.1864 1.1451 -0.7993 -0.1 0.1 0.0
O 1.0576 0.6655 -0.9883 0.1 0.0 0.0
C 3.4782 0.5623 -0.9858 0.1 0.0 0.0
C 4.3962 1.4642 -0.5476 0.0 -0.1 -0.1
C 5.8817 1.4017 -0.5948 0.0 0.0 0.0
C 1.4500 3.1958 0.3963 -0.1 0.0 0.0
C 1.5283 3.3432 1.7746 0.0 0.0 0.0
C 0.5586 4.0849 2.4303 0.0 0.0 0.0
C -0.4855 4.6551 1.7146 0.0 0.0 0.0
C -0.5538 4.5004 0.3380 0.0 0.0 0.0
C 0.4240 3.7784 -0.3322 0.0 0.0 0.0
H 3.6198 4.6004 0.3365 0.0 0.0 0.0
H 4.4652 4.2120 -1.1767 0.0 0.0 0.0
H 5.2562 3.9465 0.4016 0.0 0.0 0.0
H 3.6550 -0.4200 -1.3867 0.0 0.0 0.0
H 6.1949 0.4161 -0.9294 0.0 0.0 0.0
H 6.3154 1.5913 0.3879 0.0 0.0 0.0
H 6.2831 2.1414 -1.2900 0.0 0.0 0.0
H 2.3347 2.8684 2.3204 0.0 0.0 0.0
H 0.6080 4.2015 3.5049 0.0 0.0 0.0
H -1.2483 5.2210 2.2330 0.0 0.0 0.0
H -1.3666 4.9435 -0.2220 0.0 0.0 0.0
H 0.4037 3.6562 -1.4080 0.0 0.0 0.1
O 1.1700 0.3602 -3.9577 0.1 0.0 0.0
Cl 0.3146 1.4880 -3.8588 -0.2 -0.3 -0.1
O 0.9632 2.6112 -3.2596 0.1 0.1 0.1
O -0.2596 1.8404 -5.1169 0.0 0.1 -0.1
O -0.8591 1.1015 -2.9767 0.0 0.3 0.0
Cl -3.8651 1.7098 -4.5459 0.0 0.0 0.0
Ge -2.5301 2.9223 -3.3685 0.1 -0.2 0.0
Cl -3.2243 4.9916 -3.4556 -0.1 0.0 0.0
Cl -2.9950 2.3447 -1.2711 -0.2 0.2 0.0

8
Properties=species:S:1:pos:R:3:forces:R:3 method="wB97M-V/def2-TZVPD" energy_ev=-31707.3013 de_lowest_kj_mol=106.6 charge=0 gap_ev=9.24
C -0.6964 -0.7071 -0.6943 1.7 2.0 -0.9
C 1.4222 1.5325 2.1374 0.0 0.3 0.1
C 0.2311 0.1410 -1.1043 0.0 0.1 -0.2
N -1.4770 -1.5984 -0.5811 -2.9 -1.9 1.8
O 0.9793 0.9012 2.9561 -0.1 -0.1 0.0
Cl -0.0751 1.2948 -2.3972 0.0 -0.6 0.8
Cl 1.8549 0.0550 -0.4978 -0.4 -0.1 -0.3
H -2.2390 -1.6190 0.1812 1.6 0.3 -1.5

31
Properties=species:S:1:pos:R:3:forces:R:3 method="wB97M-V/def2-TZVPD" energy_ev=-17310.7688 charge=+1 gap_ev="8.05 / 5.67"
C 1.8001 -0.0083 2.3361 12.0 -2.2 -1.4
O 2.6667 0.8934 1.5641 -1.8 -0.8 2.4
C 2.7195 0.6733 0.1962 0.1 -0.5 -1.7
C 1.7119 1.4860 -0.5933 -0.1 0.1 -0.5
O 0.3872 0.9716 -0.4183 0.1 0.5 0.5
C -0.6327 1.8866 -0.8180 0.4 0.1 -0.2
C -1.9672 1.3436 -0.3799 -0.4 -0.3 -0.6
O -1.9536 1.0898 1.0075 -1.1 0.7 -0.7
C -3.1350 0.4949 1.5061 -0.6 0.0 -0.1
H 2.0355 -1.0577 2.0305 -0.8 0.4 -0.1
H 2.1781 0.0903 3.3714 -0.4 0.1 -0.4
H 2.6079 -0.4039 -0.0488 0.0 0.4 0.1
H 3.7186 0.9876 -0.1463 -0.3 -0.1 0.2
H 1.9692 1.4621 -1.6639 0.0 -0.2 0.2
H 1.7672 2.5453 -0.2963 -0.1 -0.2 0.2
H -0.6243 2.0161 -1.9106 -0.1 -0.2 0.1
H -0.4468 2.8898 -0.4056 0.0 -0.2 0.2
H -2.1635 0.3799 -0.8784 -0.1 0.4 -0.2
H -2.7506 2.0837 -0.6078 0.1 -0.3 -0.1
H -3.0285 0.3411 2.5856 0.1 0.1 -0.1
H -3.9809 1.1840 1.3630 0.1 -0.4 -0.1
H -3.2944 -0.4871 1.0337 -0.2 0.3 0.0
Cs -0.1275 0.5867 2.4930 -7.1 2.2 2.4
C -0.0380 -3.4631 -0.7219 -0.1 1.0 -0.4
O -0.4567 -2.1975 -1.2855 -3.1 -2.7 3.9
C 0.2137 -1.6067 -2.1687 2.9 2.1 -3.9
H -0.9616 -3.9613 -0.4157 0.3 -0.1 -0.1
H 0.5231 -4.0302 -1.4720 -0.1 0.0 0.2
H 0.5860 -3.2361 0.1486 0.0 -0.3 -0.1
H -0.3262 -0.8131 -2.6925 0.3 -0.2 0.2
H 1.0032 -2.1407 -2.7122 -0.2 0.1 0.2

60
Properties=species:S:1:pos:R:3:forces:R:3 method="wB97M-V/def2-TZVPD" energy_ev=-47815.3468 de_lowest_kj_mol=382.1 charge=0 gap_ev=8.76
C -0.7444 3.2667 3.0965 -1.5 1.7 -0.2
N -0.5184 2.1762 2.2186 1.6 -5.2 0.1
C -1.6846 1.3120 1.7987 0.5 -0.6 -0.6
C -2.4640 0.8748 3.0393 -0.3 -2.2 -1.5
S -3.3667 -0.7266 2.7008 0.4 -0.7 0.8
C -2.4992 1.9926 0.7073 -2.6 -0.7 -1.3
O -2.0148 1.8701 -0.6788 -1.2 -2.7 2.5
H 0.1541 3.5304 3.5306 2.4 0.7 0.4
H -1.0657 4.1603 2.5097 0.0 -0.6 0.5
H -1.3234 3.2252 4.0300 -0.9 -0.8 -0.4
H 0.1262 1.3760 2.7038 -1.6 2.9 -1.3
H -1.3609 0.3049 1.3130 0.3 1.8 0.9
H -3.2319 1.4400 3.4596 -0.8 1.8 0.4
H -1.7848 0.5809 3.8416 0.1 0.0 -0.1
H -4.0209 -0.5893 1.5469 0.1 0.7 -0.2
H -3.5074 1.5633 0.4312 0.8 -0.4 1.7
H -2.8369 2.9670 1.0837 0.8 0.5 -0.7
H -1.6364 2.6395 -0.9445 2.1 3.6 -1.1
H 1.1628 -1.1430 1.7124 -3.4 3.5 -4.3
H 0.9706 -2.1848 2.8226 -0.3 0.0 0.2
O 1.5750 -1.6520 2.2841 4.2 -3.5 4.0
H 2.6568 -3.7078 -1.8118 0.9 -0.8 1.0
H 2.6948 -3.5470 -0.3413 -0.6 1.5 1.4
O 3.1160 -4.0560 -0.9975 -0.3 -0.2 -2.9
H 4.3374 -0.8247 -3.4700 -0.5 0.0 3.7
H 4.9011 -0.5461 -1.9853 0.9 0.4 0.2
O 4.1329 -0.8612 -2.4340 -0.4 -0.5 -4.0
H -0.2383 2.5378 -3.2011 0.4 1.3 0.3
H -0.7143 3.3712 -4.2943 0.5 0.8 0.5
O -0.2087 3.4983 -3.4569 -0.9 -2.3 -1.0
H -1.6160 -2.4333 -4.0762 0.7 -0.5 1.2
H -0.7214 -3.7387 -3.9435 -1.0 2.6 1.7
O -1.0413 -2.8979 -3.4070 0.3 -2.1 -2.9
H -3.8045 -0.1350 -2.5924 0.7 -0.9 -0.9
H -2.3950 0.0253 -2.9140 1.4 0.6 0.3
O -3.0979 -0.5482 -3.1588 -2.0 0.3 0.7
H -0.6306 -3.6996 0.7275 0.2 -0.2 -0.4
H -0.0676 -5.0439 1.1521 4.7 -5.3 -2.1
O -0.5956 -4.4094 1.3982 -4.8 5.1 2.3
H 2.7411 -0.8914 -0.0327 -2.3 0.0 -0.6
H 2.4431 -1.1633 -1.3992 -0.3 0.2 -1.0
O 1.9089 -0.9436 -0.6275 2.5 -0.2 1.5
H 2.7365 -3.8730 1.9536 -0.2 0.2 -0.3
H 2.6770 -4.7898 0.6812 0.0 -0.1 -0.8
O 2.8324 -4.7661 1.6088 0.1 -0.5 1.6
H -1.0130 5.5682 -1.3642 0.4 -0.3 0.1
H 0.1007 4.5881 -0.8855 0.3 -1.7 0.6
O -0.0618 5.4107 -1.2966 -0.5 2.2 -0.6
H -0.7203 -2.2126 2.9937 -0.7 0.4 0.5
H -0.4123 -3.6445 2.7170 -0.1 1.0 2.4
O -0.4323 -2.9497 3.5448 0.3 -1.4 -2.5
H -1.3940 -3.1348 -1.1944 1.1 0.9 0.4
H 0.0351 -2.4920 -1.0987 0.7 0.3 -0.7
O -0.7404 -2.6862 -0.5962 -1.9 -0.8 0.2
H 3.5806 3.8017 -1.9197 -0.4 -0.2 -0.2
H 2.5071 3.5479 -2.9561 -2.7 2.0 -1.9
O 3.1541 3.1352 -2.4793 3.1 -1.8 1.8
H 0.8488 2.2914 0.0442 0.2 0.5 -0.6
H 1.4211 2.3411 -1.4245 0.2 0.3 0.6
O 1.1515 2.8944 -0.6698 -0.6 -0.7 0.5